Entry 1:
This record from OMol25 describes 2 unconnected molecules or ions with the total composition C4H11NO. The level of theory is ωB97M-V with the def2-TZVPD basis set.

As for the SMILES: C=CCCN.O. The LUMO energy comes out at 0.60 eV. The energy above the lowest of the compared OMol25 structures with the same formula, charge and spin comes out at 1.253 eV. Its multiplicity is 1. As for the HOMO energy: -9.03 eV.

XYZ file:
```
17
Properties=species:S:1:pos:R:3:nbo_charge:R:1
C -1.44982 -1.40802 1.69519 -0.410
C -0.91151 -0.19851 1.66255 -0.156
C -0.58950 0.56840 0.41541 -0.457
C 0.89362 0.91340 0.32183 -0.200
N 1.13828 1.70981 -0.88265 -0.840
H -1.71199 -1.93394 0.78430 0.187
H -1.64648 -1.90475 2.63833 0.197
H -0.66190 0.29667 2.60141 0.190
H -0.88553 -0.01427 -0.46204 0.210
H -1.15731 1.50251 0.39330 0.218
H 1.48374 -0.01345 0.34799 0.157
H 1.17590 1.50596 1.19794 0.181
H 2.12303 1.94588 -0.94962 0.351
H 0.90905 1.13918 -1.68843 0.369
O 0.43353 -1.00533 -2.54516 -0.948
H 0.18728 -1.28149 -3.44003 0.476
H 0.66961 -1.82204 -2.09031 0.476
```

Entry 2:
This record from OMol25 describes a gas-phase ion, C9H14NO (charge +1). The level of theory is ωB97M-V with the def2-TZVPD basis set.

As for the SMILES: C[NH2+][C@]1(c2ccco2)C[C@@H]1C. The LUMO energy comes out at -3.05 eV. The energy above the lowest of the compared OMol25 structures with the same formula, charge and spin comes out at 3.519 eV. Its net charge is +1. Its multiplicity is 1. As for the HOMO energy: -12.44 eV.

XYZ file:
```
25
Properties=species:S:1:pos:R:3:nbo_charge:R:1
C 0.55789 -0.87201 -1.88716 -0.448
N 0.96015 -0.93344 -0.50123 -0.550
C 0.24261 0.15333 0.55571 0.140
C 0.60130 1.47240 0.08500 0.155
C 1.25059 2.39085 0.81745 -0.224
C 1.39901 3.53076 0.00630 -0.304
C 0.75400 3.23892 -1.16898 0.134
O 0.20673 2.05123 -1.08176 -0.389
C -0.06247 -0.24893 1.88766 -0.422
C -1.12636 -0.30141 0.89994 -0.216
C -1.71370 -1.68164 0.52332 -0.588
H -0.50836 -1.12226 -2.07609 0.246
H 0.75039 0.04215 -2.31237 0.243
H 1.20047 -1.56999 -2.64014 0.250
H 2.05166 -0.75871 -0.33641 0.457
H 0.72898 -1.84557 -0.02867 0.438
H 1.49011 2.37551 1.86552 0.242
H 1.83277 4.47804 0.18446 0.246
H 0.38716 3.89956 -1.90354 0.221
H -0.20198 0.35054 2.64049 0.250
H 0.24738 -1.18346 2.18794 0.225
H -2.02901 0.44910 1.18390 0.262
H -1.03952 -2.42046 0.46567 0.180
H -2.13060 -1.63754 -0.40466 0.216
H -2.42528 -1.93389 1.15860 0.236
```

Entry 3:
This record from OMol25 describes a molecular structure, C21H14Cl3MnN3O7S2Si. The level of theory is ωB97M-V with the def2-TZVPD basis set.

The LUMO energy (spin up / spin down) comes out at 4.04 / 4.32 eV. The energy above the lowest of the compared OMol25 structures with the same formula, charge and spin comes out at 1.679 eV. Its net charge is -2. Its multiplicity is 2. As for the HOMO energy (spin up / spin down): -2.81 / -2.81 eV. The expectation value of S² is 0.80.

XYZ file:
```
52
Properties=species:S:1:pos:R:3:nbo_charge:R:1
Mn -2.02235 1.89924 0.99182 0.887
O 2.03561 2.37579 -2.51333 -0.696
C 1.25470 3.43235 -2.78700 0.339
C 1.62725 4.26304 -3.84585 -0.282
C 0.86080 5.36526 -4.17432 -0.195
C -0.29290 5.66486 -3.45673 -0.280
C -0.66701 4.84597 -2.40654 -0.153
C 0.08995 3.72996 -2.05557 -0.147
C -0.35606 2.89481 -0.91997 0.568
O -1.41638 3.25222 -0.27641 -0.665
N 0.35465 1.84381 -0.60309 -0.451
N -0.21319 1.24191 0.49603 -0.345
C 0.35432 0.21810 1.03318 0.194
C -0.08464 -0.33364 2.28076 -0.216
C 0.46231 -1.55976 2.69759 -0.119
C 0.09166 -2.14763 3.87851 -0.265
C -0.84283 -1.48865 4.68883 -0.188
C -1.38261 -0.28027 4.31863 -0.238
C -1.03629 0.33267 3.09619 0.381
O -1.57906 1.48891 2.79575 -0.658
H 1.61775 1.89512 -1.74630 0.511
H 2.52613 4.01426 -4.39524 0.208
H 1.16527 5.99737 -5.00068 0.195
H -0.89392 6.52670 -3.71565 0.202
H -1.55870 5.04675 -1.82732 0.243
H 1.22800 -0.20952 0.54306 0.194
H 1.16136 -2.06522 2.04074 0.215
H 0.47883 -3.12020 4.14762 0.225
H -1.16374 -1.95027 5.61618 0.195
H -2.11769 0.22584 4.93153 0.209
Cl -4.73599 3.23495 3.33479 -0.441
Si -3.42429 3.61448 1.73852 1.122
Cl -2.30500 5.26005 2.46568 -0.459
Cl -4.67941 4.51635 0.31682 -0.443
O -3.18801 1.23136 -0.24375 -0.373
O -3.27032 0.66650 1.04088 -0.284
O 0.57550 -7.06575 0.97548 -0.969
S 0.95187 -5.68296 1.16238 2.282
O 1.89695 -5.42690 2.22711 -0.972
N -0.33384 -4.70569 1.26413 -0.827
C -0.40426 -3.85126 0.24985 0.079
S -1.53962 -2.64413 0.03439 -0.233
C 0.72376 -4.01377 -0.73881 -0.123
C 0.97046 -3.29010 -1.89464 -0.173
C 2.08802 -3.61496 -2.65206 -0.222
C 2.94559 -4.64365 -2.26388 -0.224
C 2.70052 -5.36543 -1.10235 -0.226
C 1.58570 -5.02418 -0.36307 -0.245
H 0.29024 -2.49459 -2.17195 0.247
H 2.30095 -3.05907 -3.55717 0.204
H 3.81135 -4.87767 -2.87192 0.198
H 3.35864 -6.16333 -0.78282 0.215
```

Entry 4:
This record from OMol25 describes a molecular structure, C21H35N2OS4SiTl. The level of theory is ωB97M-V with the def2-TZVPD basis set.

The LUMO energy comes out at 0.39 eV. Its multiplicity is 1. As for the HOMO energy: -7.25 eV.

XYZ file:
```
65
Properties=species:S:1:pos:R:3:mulliken_charge:R:1
Tl 0.13007 0.27183 0.17934 0.003
C -2.48005 1.22660 -2.79795 -1.043
C -3.04356 1.56094 -1.42204 -0.079
S -3.00649 0.06825 -0.39681 0.009
C -3.56237 0.70514 1.19797 -0.663
C -2.57628 1.63498 1.89370 -0.694
S -1.00099 0.87118 2.37121 -0.196
C 2.45463 1.60114 2.84719 -0.438
C 3.42813 2.26660 2.24615 -0.397
S 2.05824 1.55540 -0.85103 -0.303
C 1.68788 1.52087 -2.63095 -0.928
C 0.27853 1.97727 -3.01105 -0.501
S -0.80356 0.54186 -2.79876 0.080
H -2.49964 2.10782 -3.44023 0.484
H -3.09975 0.46810 -3.28021 0.462
H -4.07663 1.89825 -1.53060 0.433
H -2.45620 2.34554 -0.95056 -0.148
H -3.72863 -0.18638 1.80477 0.352
H -4.52863 1.19898 1.06198 0.464
H -3.03696 1.97634 2.82406 0.427
H -2.39220 2.52063 1.28637 0.185
H 2.34352 0.52961 2.71230 0.239
H 1.72806 2.08393 3.48957 0.179
H 4.13273 1.77510 1.58526 0.265
H 3.54957 3.33422 2.39174 0.190
H 1.88250 0.53085 -3.05184 0.367
H 2.41495 2.19432 -3.08761 0.439
H 0.25106 2.30095 -4.05276 0.518
H -0.04591 2.79151 -2.36328 0.071
N -0.65056 3.29593 -0.03262 -0.479
C 0.04839 4.05865 0.48571 0.224
N 0.90874 4.90626 1.02534 0.195
C 2.16530 5.17289 0.31278 -0.239
C 2.03903 6.47951 -0.44477 -0.640
O 1.65488 7.53001 0.43069 -0.405
C 0.38994 7.28408 1.01987 -0.471
C 0.42412 6.01409 1.85183 -0.641
H 2.37927 4.32352 -0.33536 0.224
H 2.96146 5.25086 1.05525 0.153
H 1.29897 6.37468 -1.24922 0.325
H 2.99296 6.76982 -0.88186 0.376
H -0.37619 7.19214 0.23811 0.278
H 0.15617 8.14911 1.63872 0.368
H -0.55972 5.76096 2.24290 0.455
H 1.11103 6.13480 2.69196 0.304
C 0.12780 -2.91619 -1.74327 -1.073
Si 0.19725 -2.28587 0.01615 0.420
C -1.21252 -2.98122 1.02744 -1.134
C 1.83526 -2.75749 0.80530 0.374
C 3.02619 -2.22652 0.29730 -0.008
C 4.25183 -2.53042 0.87071 -0.783
C 4.31093 -3.36894 1.97698 -0.417
C 3.14153 -3.89756 2.50319 -0.644
C 1.91696 -3.59244 1.92109 -0.228
H 0.22148 -4.00628 -1.74079 0.396
H 0.93632 -2.50430 -2.35053 0.282
H -0.81980 -2.65092 -2.21801 0.297
H -1.11933 -4.06636 1.13464 0.404
H -2.16264 -2.77624 0.52692 0.340
H -1.24875 -2.52445 2.01854 0.292
H 2.99621 -1.54093 -0.54533 0.217
H 5.16103 -2.10650 0.46221 0.408
H 5.26550 -3.60268 2.43206 0.376
H 3.18180 -4.54613 3.36963 0.373
H 1.01231 -4.01058 2.34959 0.307
```

Entry 5:
This record from OMol25 describes a molecular structure, C7H9ClN2O6Pd. The level of theory is ωB97M-V with the def2-TZVPD basis set.

The LUMO energy comes out at 4.96 eV. The energy above the lowest of the compared OMol25 structures with the same formula, charge and spin comes out at 1.408 eV. Its net charge is -2. Its multiplicity is 1. As for the HOMO energy: 0.61 eV.

XYZ file:
```
26
Properties=species:S:1:pos:R:3:nbo_charge:R:1
Pd -1.22602 1.55538 -0.28798 -0.246
O 4.23500 3.25759 -0.45929 -0.895
Cl 2.97682 3.54935 0.19567 2.553
O 3.25174 3.93829 1.56582 -0.894
O 2.14742 2.36697 0.19297 -0.887
O 2.31495 4.62410 -0.49566 -0.866
C -3.41197 -0.63359 0.33666 -0.265
O -4.07231 0.58347 0.11062 -0.646
C -3.23944 1.76904 -0.16017 0.423
O -3.94691 2.73735 -0.33974 -0.720
H -3.92671 -1.17213 1.14336 0.138
H -2.36428 -0.46041 0.61706 0.194
H -3.41835 -1.26986 -0.56080 0.137
N 1.16536 -0.00007 1.47523 -0.781
C 0.93786 -0.89947 0.47943 0.398
C 1.27114 -2.26151 0.62507 -0.316
C 0.97110 -3.13135 -0.39810 -0.177
C 0.34970 -2.64821 -1.54855 -0.349
C 0.07046 -1.29494 -1.60439 0.076
N 0.35401 -0.43193 -0.63094 -0.467
H 1.88342 -0.19697 2.14477 0.372
H 1.04804 0.96839 1.20761 0.442
H 1.74130 -2.60544 1.53798 0.193
H 1.21373 -4.18410 -0.30158 0.190
H 0.08787 -3.29818 -2.37300 0.198
H -0.41391 -0.86176 -2.47205 0.198
```

Entry 6:
This record from OMol25 describes 2 unconnected molecules or ions with the total composition C4H11NO. The level of theory is ωB97M-V with the def2-TZVPD basis set.

As for the SMILES: CCCO.C=N. The LUMO energy comes out at 1.06 eV. The energy above the lowest of the compared OMol25 structures with the same formula, charge and spin comes out at 1.832 eV. Its multiplicity is 1. As for the HOMO energy: -10.10 eV.

XYZ file:
```
17
Properties=species:S:1:pos:R:3:nbo_charge:R:1
C 1.51940 0.80537 -1.27565 -0.612
C 1.00283 0.76757 0.14528 -0.412
C -0.56097 1.05469 0.21322 -0.057
O -0.95041 1.09748 1.57143 -0.726
H 2.59787 0.61751 -1.29414 0.213
H 1.34162 1.78359 -1.73236 0.206
H 1.03019 0.04430 -1.89340 0.199
H 1.48686 1.53350 0.75962 0.209
H 1.24587 -0.18429 0.62870 0.192
H -1.20968 0.40559 -0.37984 0.165
H -0.71920 2.04741 -0.21798 0.150
H -1.88710 0.82860 1.60157 0.477
C -0.98928 -2.20482 -0.02741 -0.060
N -1.57082 -2.02789 1.11180 -0.601
H -1.57782 -2.32572 -0.95076 0.167
H 0.10660 -2.27795 -0.11846 0.152
H -0.86597 -1.96493 1.85839 0.339
```

Which formula does entry 6 have? C4H11NO